# C4H40N3O13

A 14-piece molecular cluster, C4H40N3O13 overall in a non-equilibrium geometry (ωB97M-V/def2-TZVPD, OMol25).

The charge is +1. As for the spin multiplicity: 1. The value obtained for the orbital gap is 9.227 eV. For the lowest unoccupied orbital energy, the calculation gives -2.63 eV. The value obtained for the energy above the lowest of the compared OMol25 structures with the same formula, charge and spin is 14.6 kcal per mole.

Geometry as XYZ:
```
60
Properties=species:S:1:pos:R:3:forces:R:3:lowdin_charge:R:1
O -2.131 -1.986 -0.746 0.10 0.13 0.05 -0.057
O 3.219 -0.211 -3.962 -0.87 -0.20 0.69 -0.039
O 2.877 1.314 -0.995 0.26 0.34 -0.31 -0.043
O -2.790 2.278 -0.580 1.27 0.74 0.54 -0.040
O 1.266 1.805 -3.200 -0.22 0.31 -1.81 -0.068
O -2.545 2.408 3.720 0.18 -0.18 -0.77 -0.026
O -2.460 -0.710 1.926 0.33 0.24 0.44 -0.044
O -0.423 4.096 -1.606 -0.02 0.16 0.54 -0.044
O -3.120 -2.840 -3.725 -0.82 -0.07 0.39 -0.037
O 4.714 -2.185 0.719 -0.35 -0.33 0.04 -0.046
O -0.205 -0.004 5.242 -0.24 0.29 -0.35 -0.054
O -2.467 -2.795 4.264 0.40 0.30 0.49 -0.051
O -0.158 -1.688 -3.795 0.33 -0.10 0.48 -0.034
N -0.015 0.308 -0.488 -0.87 -0.45 0.90 0.068
N -0.770 1.680 1.679 0.70 1.62 0.31 0.165
N 1.099 -2.186 -1.192 -0.77 -0.12 1.60 0.032
C 1.783 -1.370 -0.206 0.81 -0.05 0.74 -0.241
C 0.792 -0.437 0.496 0.76 1.87 -0.65 -0.346
C 1.441 0.546 1.522 1.16 -0.93 -0.25 -0.146
C 0.738 1.864 1.796 -1.30 -1.34 1.16 -0.101
H 4.728 -1.281 1.036 0.30 0.18 -0.05 0.033
H -2.926 -2.974 3.451 -0.37 -0.24 -0.45 0.016
H 0.829 2.104 2.847 0.68 0.35 0.11 0.124
H 1.382 -2.140 -2.146 0.29 -0.21 -0.21 0.041
H -0.979 -0.318 5.719 0.14 -0.18 0.17 0.037
H 3.132 -0.094 -3.001 0.54 0.16 -0.06 0.023
H -2.386 1.898 4.515 -0.07 0.20 0.41 0.054
H 2.180 1.687 -0.454 0.10 0.06 0.27 0.002
H -3.567 2.722 -0.915 -0.48 -0.68 -0.13 0.060
H 0.940 -3.104 -0.810 0.16 -0.30 -0.65 0.091
H -1.264 -2.084 -1.174 0.11 -0.15 0.15 0.005
H -1.266 2.233 2.395 0.02 0.08 -0.12 0.104
H 2.672 -0.900 -0.610 -0.45 0.74 -0.45 0.086
H 2.484 0.806 1.317 -0.06 -0.14 -0.46 0.110
H -2.776 1.319 -0.591 -0.64 -0.09 -0.45 0.038
H 1.067 2.695 1.183 -0.21 0.08 -0.17 0.126
H -0.577 -2.284 -4.414 -0.06 0.09 -0.44 0.041
H -2.738 -2.468 -1.315 -0.18 -0.16 -0.17 0.033
H 0.163 -1.043 1.149 -0.57 -0.19 -0.55 0.126
H -2.415 -1.402 1.257 -0.04 -0.06 -0.53 0.022
H 1.567 -0.104 2.389 -0.32 0.55 0.59 0.118
H 0.889 2.412 -3.860 -0.37 0.41 0.73 0.071
H -2.048 -1.946 4.083 0.01 -0.02 -0.06 -0.006
H 2.642 1.683 -1.855 0.16 0.22 -0.17 0.014
H 2.305 -1.908 0.586 -0.41 -0.90 0.02 0.102
H -0.366 -0.402 -1.111 -0.02 0.30 -0.54 0.034
H -1.078 0.727 1.871 -0.16 -0.40 -0.63 0.093
H 0.450 -0.703 5.303 0.00 -0.14 0.14 0.044
H -0.055 3.721 -2.403 0.01 -0.15 -0.16 0.002
H -2.598 -3.602 -3.983 0.30 0.18 -0.07 0.046
H -2.930 3.260 3.929 -0.10 0.04 0.43 0.068
H 2.579 -0.932 -4.071 0.21 -0.02 -0.52 0.040
H -1.253 3.635 -1.435 -0.02 -0.18 -0.12 0.000
H -0.428 -0.789 -3.986 -0.13 0.17 -0.31 0.048
H -3.347 -0.345 1.905 -0.17 -0.07 -0.05 0.067
H 5.510 -2.327 0.203 0.17 0.16 0.02 0.045
H -2.612 -2.030 -3.740 0.42 -0.17 -0.13 0.009
H 0.470 1.024 -1.005 0.38 -0.32 -0.28 0.047
H 1.801 1.348 -3.879 0.56 -0.79 0.69 0.043
H -1.023 2.018 0.751 -0.61 -0.68 -0.01 0.097
```
Positions in Å, forces in eV/Å.